Entry 1:
Density functional theory data (ωB97M-V/def2-TZVPD) for a single C5H6N2OS molecule in a non-equilibrium geometry.

Cartesian coordinates (Å):
C (-2.094, -0.293, 0.100)
C (0.103, -2.006, 0.236)
C (-0.723, -0.482, -0.109)
C (0.112, 0.641, -0.347)
C (0.196, 1.788, 0.697)
N (-3.242, -0.166, 0.210)
N (1.370, -1.708, 0.247)
O (0.016, 1.234, -1.626)
S (1.926, -0.156, -0.252)
H (-0.326, -3.069, 0.184)
H (0.689, 1.374, 1.516)
H (-0.759, 2.360, 0.948)
H (0.995, 2.501, 0.370)
H (1.980, -2.504, 0.157)
H (-0.243, 0.486, -2.331)

SMILES: C[C@@]1(O)SNC=C1C#N
DFT total energy: -21140.997 eV
Kohn-Sham gap (alpha / beta): 0.283 / 0.283 Eh


Entry 2:
Density functional theory data (ωB97M-V/def2-TZVPD) for a single C5H6N2OS molecule in a non-equilibrium geometry.

Cartesian coordinates (Å):
C (-0.611, 1.645, -0.574)
C (-0.038, 0.238, -0.989)
C (-1.703, 1.499, 0.169)
C (-0.911, -0.811, -0.404)
C (1.293, -1.454, 1.414)
N (1.276, -0.038, -0.442)
N (1.856, -0.720, 0.534)
O (-0.737, -1.974, -0.550)
S (-2.228, -0.106, 0.592)
H (-0.101, 2.413, -0.973)
H (0.000, 0.289, -2.128)
H (-2.338, 2.291, 0.605)
H (0.248, -1.865, 1.495)
H (1.985, -1.875, 2.131)
H (2.010, 0.470, -0.881)

expectation value of S²: 2.01
multiplicity: 3
DFT total energy: -21138.077 eV
Kohn-Sham gap (alpha / beta): 0.205 / 0.174 Eh


Entry 3:
Density functional theory data (ωB97M-V/def2-TZVPD) for a single C5H6N2S molecule in a non-equilibrium geometry.

Cartesian coordinates (Å):
C (0.383, 1.271, 0.045)
C (1.157, -0.981, -0.108)
C (-0.354, -0.999, -0.119)
C (-0.789, 0.370, 0.436)
C (-2.162, 0.869, -0.012)
H (2.434, 0.714, -0.390)
H (1.659, -1.468, -0.987)
H (1.505, -1.545, 0.799)
H (-0.746, -1.863, 0.382)
H (-0.868, -1.120, -1.128)
H (-0.780, 0.436, 1.548)
N (1.442, 0.454, -0.120)
N (-3.355, 0.935, -0.274)
S (0.474, 2.928, -0.074)

SMILES: N#C[C@H]1CCNC1=S
DFT total energy: -19096.663 eV
Kohn-Sham gap: 0.332 Eh


Entry 4:
Density functional theory data (ωB97M-V/def2-TZVPD) for C5H6N2S as an isolated structure in a non-equilibrium geometry.

Cartesian coordinates (Å):
C (0.315, -0.779, -0.038)
C (-0.961, -1.202, -0.197)
C (-1.920, -0.034, -0.046)
C (-1.171, 1.136, -0.213)
C (0.141, 0.834, -0.215)
H (1.516, -2.457, 0.146)
H (2.281, -1.198, -0.430)
H (-1.303, -2.166, -0.213)
H (-1.335, 2.201, -0.197)
H (1.078, 2.539, 0.949)
H (2.133, 0.957, 0.182)
N (1.557, -1.413, 0.177)
N (1.163, 1.671, 0.003)
S (-3.493, -0.090, 0.093)

DFT total energy: -19093.994 eV
Kohn-Sham gap: 0.276 Eh


Entry 5:
Density functional theory data (ωB97M-V/def2-TZVPD) for a single C5H6N4 molecule in a non-equilibrium geometry.

Cartesian coordinates (Å):
C (1.666, -1.205, -0.053)
C (0.303, 0.649, 0.204)
C (-0.922, 1.389, -0.114)
C (-2.135, 0.809, 0.056)
C (0.220, -0.709, 0.010)
H (1.757, -1.571, 0.966)
H (2.223, -1.733, -0.779)
H (2.949, 0.338, 0.756)
H (-0.636, 2.609, -0.081)
H (-3.209, 1.031, -0.235)
H (-2.917, -1.168, -0.557)
N (2.357, 0.303, -0.099)
N (1.439, 1.297, -0.115)
N (-2.128, -0.638, 0.166)
N (-0.968, -1.399, -0.126)

SMILES: C1=CC2=NNCC2=NN1
DFT total energy: -11236.901 eV
Kohn-Sham gap: 0.276 Eh


Entry 6:
Density functional theory data (ωB97M-V/def2-TZVPD) for C5H6N4O as an isolated structure in a non-equilibrium geometry.

Cartesian coordinates (Å):
C (-0.408, 1.744, -1.451)
C (0.001, 0.742, -0.465)
C (-0.427, 0.915, 0.874)
C (0.045, -1.072, 1.516)
C (0.644, -1.253, 0.191)
H (-0.514, 2.210, -3.417)
H (0.249, 0.512, -2.763)
H (-0.736, 1.911, 1.125)
H (-0.188, -2.017, 3.265)
H (0.217, -3.262, 1.791)
H (1.717, -2.088, 0.092)
N (-0.461, 1.312, -2.777)
N (-0.255, 0.043, 1.885)
N (-0.135, -2.233, 2.243)
N (0.819, -0.390, -0.830)
O (-0.568, 2.926, -1.280)

DFT total energy: -13287.371 eV
Kohn-Sham gap: 0.333 Eh


In the order shown, the computed ΔE to the lowest compared entry with this formula, charge and spin values come out to 4.101, 2.494, 1.348, 4.016, 4.766, 3.347 eV.